{
  "formula": "C23H15BrIN6Rh",
  "method": "ωB97M-V with the def2-TZVPD basis set",
  "fmax_ha_per_bohr": 0.007,
  "total_charge": 2,
  "e_homo_ha": -0.5358,
  "relative_energy_kj_mol": 0.0,
  "lumo_ha": -0.3064,
  "symbols": ["Rh", "C", "C", "C", "C", "N", "C", "C", "C", "C", "C", "C", "N", "C", "C", "C", "C", "C", "N", "H", "H", "H", "H", "H", "H", "H", "H", "H", "H", "H", "N", "C", "N", "C", "N", "Br", "C", "C", "C", "C", "C", "C", "I", "H", "H", "H", "H"],
  "coordinates": [[-0.4641, 0.0691, -0.8643], [-4.7776, 0.5378, -0.3107], [-4.8578, 1.8878, -0.0318], [-3.6942, 2.6475, -0.0358], [-2.4906, 2.0380, -0.3174], [-2.4182, 0.7063, -0.5994], [-3.5390, -0.0179, -0.5858], [-1.1935, 2.7496, -0.2765], [-0.9853, 4.0894, -0.0011], [0.3202, 4.5605, 0.0489], [1.3955, 3.7107, -0.1733], [1.1394, 2.3791, -0.4507], [-0.1324, 1.9591, -0.4977], [2.1283, 1.3107, -0.7151], [3.4909, 1.5166, -0.7047], [4.3412, 0.4503, -0.9795], [3.7974, -0.7875, -1.2601], [2.4193, -0.9315, -1.2504], [1.6011, 0.0855, -0.9841], [-5.6542, -0.0938, -0.3074], [-5.8071, 2.3496, 0.2025], [-3.7324, 3.6999, 0.2037], [-3.4384, -1.0743, -0.7874], [-1.8156, 4.7556, 0.1797], [0.5018, 5.6038, 0.2692], [2.4074, 4.0847, -0.1275], [3.8951, 2.4945, -0.4879], [5.4128, 0.5956, -0.9763], [4.4184, -1.6421, -1.4872], [1.9579, -1.8832, -1.4662], [-0.3546, -0.3839, 1.0406], [-0.6311, 0.4637, 1.8528], [-0.8263, 1.3231, 2.7209], [-2.0717, 1.7103, 3.0373], [-3.1332, 2.0532, 3.3222], [1.6346, -4.3488, -2.8949], [1.3174, -4.4005, -1.0371], [2.1229, -5.2077, -0.2451], [1.9174, -5.2636, 1.1247], [0.9105, -4.5169, 1.7191], [0.0942, -3.7112, 0.9418], [0.3111, -3.6574, -0.4269], [-1.0116, -2.5017, -1.5808], [2.9001, -5.7974, -0.7110], [2.5466, -5.9031, 1.7285], [0.7481, -4.5706, 2.7866], [-0.7008, -3.1390, 1.3960]],
  "atomic_forces_ev_per_a": [[0.09, -0.01, 0.03], [0.00, 0.00, 0.00], [0.01, 0.00, 0.00], [0.00, 0.00, 0.00], [-0.01, -0.02, 0.00], [0.03, 0.06, 0.01], [0.00, -0.01, 0.00], [0.03, 0.01, 0.00], [-0.03, -0.02, 0.00], [0.00, 0.02, 0.01], [0.02, -0.04, 0.00], [-0.03, 0.01, 0.01], [-0.03, -0.03, -0.03], [0.02, 0.00, 0.00], [0.00, -0.01, -0.01], [-0.01, 0.00, 0.00], [0.01, 0.01, 0.00], [-0.02, -0.02, 0.00], [-0.08, 0.05, -0.01], [0.00, 0.00, 0.00], [0.00, 0.00, 0.00], [0.00, 0.00, 0.00], [0.00, 0.00, 0.00], [0.00, 0.00, 0.00], [0.00, 0.00, 0.00], [0.00, 0.00, 0.00], [0.00, 0.00, 0.00], [0.00, 0.00, 0.00], [0.00, 0.00, 0.00], [0.02, 0.00, 0.00], [-0.04, -0.01, 0.00], [0.00, 0.00, -0.01], [0.02, 0.13, -0.09], [-0.02, -0.28, 0.23], [0.01, 0.15, -0.13], [0.01, -0.01, 0.00], [-0.03, 0.03, -0.01], [0.00, 0.00, -0.01], [0.00, 0.01, 0.00], [0.02, -0.02, 0.00], [-0.01, 0.00, 0.01], [0.03, -0.03, -0.01], [0.02, 0.01, 0.03], [0.00, 0.00, 0.00], [0.00, 0.00, 0.00], [-0.01, 0.01, 0.00], [-0.02, 0.02, 0.00]]
}

---

{
  "formula": "C23H15F4MoO3",
  "method": "ωB97M-V with the def2-TZVPD basis set",
  "fmax_ha_per_bohr": 0.115,
  "total_charge": 3,
  "e_homo_ha": -0.6534,
  "relative_energy_kj_mol": 72.1,
  "lumo_ha": -0.5550,
  "symbols": ["O", "C", "Mo", "C", "O", "C", "O", "H", "C", "C", "C", "C", "C", "H", "H", "H", "H", "H", "F", "C", "C", "C", "F", "C", "C", "C", "C", "C", "C", "C", "C", "F", "C", "C", "F", "C", "C", "H", "H", "H", "H", "H", "H", "H", "H", "H"],
  "coordinates": [[-2.3320, 4.9690, -2.7672], [-2.3448, 3.8803, -2.4087], [-1.8733, 1.6848, -1.6606], [-0.0580, 2.2461, -2.8269], [0.9784, 2.4614, -3.2924], [-1.2227, 2.8558, 0.0068], [-0.8926, 3.5278, 0.8992], [0.0063, 1.1599, -0.4966], [-2.5397, -0.1558, -0.6942], [-3.6858, 0.6840, -0.9157], [-3.8162, 0.8869, -2.3243], [-2.7741, 0.1696, -2.9854], [-1.9668, -0.4684, -1.9820], [-2.2039, -0.5030, 0.2770], [-4.3870, 1.0996, -0.1935], [-4.6463, 1.3690, -2.8132], [-2.6784, 0.1324, -4.0711], [-1.1144, -1.1028, -2.2012], [0.8340, -4.6852, 3.8269], [0.3285, -3.4150, 3.9896], [-0.4479, -3.1642, 5.1185], [-0.9219, -1.8594, 5.2539], [-1.6706, -1.5720, 6.3702], [-0.7511, -0.8874, 4.2867], [-0.0347, -1.1856, 3.0991], [0.1087, -0.2200, 2.0518], [0.6492, -0.4632, 0.8431], [0.9484, 0.6855, -0.0708], [2.0808, 0.3685, -1.0345], [3.1975, 1.2047, -1.1817], [4.1876, 0.8935, -2.1091], [5.2038, 1.7984, -2.3353], [4.1594, -0.2434, -2.8933], [3.1049, -1.0986, -2.6601], [2.9956, -2.2126, -3.4584], [2.0927, -0.8327, -1.7423], [0.5532, -2.4719, 2.9939], [-0.6826, -3.9445, 5.8320], [-1.1185, 0.1219, 4.4507], [-0.2904, 0.7974, 2.3095], [1.0047, -1.4689, 0.6141], [1.2866, 1.5640, 0.5738], [3.2844, 2.1258, -0.6092], [4.9353, -0.4582, -3.6257], [1.2943, -1.5602, -1.6109], [1.2189, -2.7135, 2.1675]],
  "atomic_forces_ev_per_a": [[-0.20, -3.57, 1.15], [0.06, 2.41, -0.71], [4.48, 3.82, 0.50], [3.49, 0.62, -1.84], [-3.92, -0.79, 1.71], [0.06, 3.23, 3.45], [-1.02, -2.76, -3.40], [-0.23, -0.71, -0.21], [-0.49, 0.53, -0.14], [-0.91, -0.28, -0.37], [-0.44, -1.61, 0.12], [-1.22, -0.97, 0.01], [-0.65, -0.20, -0.96], [0.04, 0.00, -0.14], [0.32, -0.22, -0.05], [0.09, 0.41, -0.05], [0.24, -0.06, 0.34], [-0.10, 0.11, 0.09], [-0.85, 2.40, 0.37], [1.32, -1.82, -1.84], [0.09, -0.12, -0.16], [-1.91, 1.80, 1.44], [1.50, -0.51, -2.08], [-0.29, 0.31, 1.15], [0.32, 0.52, -0.69], [-1.93, 0.51, 3.37], [1.11, 0.83, -1.78], [1.90, -0.37, 1.12], [0.78, -0.14, -0.30], [-0.85, 0.65, 0.46], [1.50, 1.46, -0.76], [-1.81, -1.58, 0.72], [0.18, -0.22, 0.12], [-0.02, -1.32, -1.52], [0.07, 1.47, 1.45], [-0.77, -0.22, -0.07], [0.53, -1.72, 0.43], [0.07, -0.02, 0.16], [-0.19, -0.22, 0.08], [0.46, -0.92, -0.39], [-0.04, 0.35, -0.24], [-0.55, -0.82, -0.47], [0.10, -0.10, -0.12], [-0.21, 0.06, 0.11], [0.12, 0.03, -0.30], [-0.26, -0.24, 0.25]]
}

---

{
  "formula": "C23H15N7O4OsS2",
  "method": "ωB97M-V with the def2-TZVPD basis set",
  "fmax_ha_per_bohr": 0.006,
  "e_homo_ha": -0.3019,
  "relative_energy_kj_mol": 50.7,
  "lumo_ha": -0.0593,
  "symbols": ["Os", "O", "C", "N", "C", "C", "C", "C", "C", "C", "N", "C", "O", "C", "C", "C", "C", "C", "N", "C", "C", "C", "C", "C", "N", "H", "H", "H", "H", "H", "H", "H", "H", "H", "H", "H", "H", "O", "N", "C", "C", "N", "C", "N", "C", "O", "C", "S", "S", "H", "H", "H"],
  "coordinates": [[0.2643, -0.0629, 0.3233], [3.3686, -2.6362, 0.1389], [2.3028, -2.0863, 0.0197], [1.6596, -1.2746, 0.9493], [2.0533, -1.1671, 2.3010], [2.9855, -1.9754, 2.9435], [3.2453, -1.7597, 4.2859], [2.5902, -0.7497, 4.9773], [1.6635, 0.0623, 4.3461], [1.3926, -0.1456, 2.9946], [0.5006, 0.5979, 2.1960], [-0.1070, 1.7512, 2.6221], [-0.1839, 2.1854, 3.7496], [-0.6935, 2.4943, 1.4558], [-1.2654, 3.7400, 1.6311], [-1.7623, 4.4002, 0.5212], [-1.6673, 3.7893, -0.7201], [-1.0796, 2.5434, -0.8171], [-0.6023, 1.9070, 0.2557], [1.4225, -2.3047, -1.1844], [1.7093, -3.2805, -2.1125], [0.7742, -3.5392, -3.1047], [-0.4119, -2.8276, -3.1105], [-0.6168, -1.8386, -2.1601], [0.2972, -1.5737, -1.2291], [3.4985, -2.7502, 2.3977], [3.9660, -2.3857, 4.7945], [2.7990, -0.5915, 6.0272], [1.1497, 0.8389, 4.8865], [-1.3071, 4.1472, 2.6310], [-2.2176, 5.3763, 0.6204], [-2.0451, 4.2665, -1.6130], [-0.9927, 2.0171, -1.7551], [2.6401, -3.8216, -2.0214], [0.9624, -4.3015, -3.8487], [-1.1855, -3.0201, -3.8403], [-1.5231, -1.2533, -2.1309], [-1.7321, -0.3722, -0.0329], [-2.5920, 0.1133, 0.8309], [-3.8214, -0.0497, 0.4659], [-4.8588, 0.4186, 1.3337], [-5.7003, 0.7847, 2.0234], [-4.1439, -0.6441, -0.8034], [-4.3464, -1.1276, -1.8256], [-0.4232, 0.6442, -4.3768], [0.0317, 0.7269, -3.0179], [1.3432, 0.8826, -2.8098], [2.4757, 1.0218, -3.9768], [1.8101, 0.9695, -1.1326], [-1.4973, 0.4927, -4.3082], [0.0563, -0.1943, -4.8803], [-0.1856, 1.5624, -4.9100]],
  "atomic_forces_ev_per_a": [[-0.09, 0.00, -0.08], [-0.07, 0.01, -0.02], [0.03, -0.01, -0.04], [-0.13, -0.11, -0.19], [0.05, -0.05, -0.01], [0.00, -0.01, 0.01], [0.02, -0.02, -0.03], [-0.01, 0.02, 0.03], [0.00, 0.00, 0.02], [-0.05, 0.05, 0.03], [0.01, 0.22, 0.05], [0.01, -0.11, -0.14], [0.01, 0.07, 0.03], [-0.05, 0.01, 0.01], [-0.03, -0.05, -0.06], [0.00, 0.01, 0.03], [-0.01, 0.04, 0.01], [-0.06, -0.07, 0.05], [0.08, 0.10, 0.01], [-0.02, 0.04, 0.06], [0.00, 0.02, 0.02], [0.02, -0.02, 0.00], [-0.05, 0.04, 0.01], [0.07, -0.08, -0.04], [-0.06, 0.17, -0.04], [0.00, 0.00, 0.01], [0.00, -0.01, 0.00], [0.00, 0.00, 0.00], [0.00, 0.00, -0.01], [0.01, 0.01, 0.00], [-0.01, 0.00, 0.00], [-0.01, 0.00, 0.00], [-0.01, 0.05, 0.04], [0.00, -0.01, -0.01], [0.00, 0.00, 0.00], [0.01, -0.01, -0.01], [0.00, 0.02, 0.00], [0.17, -0.21, 0.11], [-0.04, 0.00, 0.09], [0.03, 0.09, -0.07], [-0.01, -0.02, 0.05], [-0.02, 0.02, -0.02], [-0.04, -0.12, 0.04], [0.01, 0.05, -0.03], [0.01, -0.05, 0.02], [0.04, 0.02, -0.13], [0.02, -0.22, 0.09], [-0.02, 0.09, -0.03], [0.20, 0.01, 0.16], [-0.02, 0.01, 0.00], [0.00, 0.01, -0.01], [-0.01, 0.00, -0.01]]
}

---

{
  "formula": "C23H16AgF4IN9",
  "method": "ωB97M-V with the def2-TZVPD basis set",
  "fmax_ha_per_bohr": 0.017,
  "total_charge": 1,
  "e_homo_ha": -0.4363,
  "lumo_ha": -0.2199,
  "symbols": ["Ag", "I", "C", "C", "C", "C", "N", "C", "H", "H", "H", "H", "F", "C", "C", "F", "C", "C", "C", "F", "C", "C", "C", "N", "C", "N", "F", "C", "C", "N", "C", "N", "C", "N", "C", "N", "C", "N", "C", "N", "C", "C", "H", "H", "H", "H", "H", "H", "H", "H", "H", "H", "H", "H"],
  "coordinates": [[2.1997, 0.7616, -0.0776], [3.2241, 5.3126, 3.8767], [4.0236, 3.8240, 2.6634], [5.3926, 3.6636, 2.5189], [5.8548, 2.6528, 1.6907], [4.9422, 1.8464, 1.0390], [3.6195, 2.0027, 1.1781], [3.1719, 2.9752, 1.9797], [6.0832, 4.3125, 3.0411], [6.9152, 2.4912, 1.5501], [5.2717, 1.0502, 0.3856], [2.0988, 3.0762, 2.0816], [-0.8537, -4.8300, -2.8124], [-0.9379, -4.3654, -1.5816], [-1.9443, -4.7793, -0.8039], [-2.8074, -5.6405, -1.2936], [-2.1308, -4.3065, 0.5604], [-1.1192, -3.3673, 1.0206], [-0.1276, -2.9475, 0.2303], [0.7591, -2.0918, 0.7259], [0.0427, -3.3938, -1.1336], [1.0347, -2.9225, -1.9371], [1.9142, -1.8552, -1.5440], [2.5926, -0.9486, -1.3529], [1.2990, -3.4058, -3.2650], [1.5988, -3.7800, -4.3100], [-1.1769, -2.9150, 2.2525], [-3.1712, -4.6953, 1.3342], [-4.1983, -5.6005, 0.8935], [-5.0718, -6.2843, 0.5937], [-3.3742, -4.2222, 2.6791], [-3.6001, -3.8458, 3.7413], [-0.8118, 1.3969, 0.7545], [-2.1999, 1.7562, 0.5393], [-2.7493, 0.8971, -0.5146], [-2.0074, 1.0354, -1.7748], [-0.6217, 0.6841, -1.5328], [0.0052, 1.5369, -0.4851], [-0.1132, 2.9545, -0.9383], [-1.4942, 3.3321, -1.1693], [-2.2529, 3.1504, 0.0730], [-2.0630, 2.4460, -2.1916], [-0.7499, 0.3609, 1.0986], [-0.3853, 2.0454, 1.5217], [-3.7930, 1.1594, -0.6833], [-2.6999, -0.1439, -0.1867], [-0.0477, 0.7901, -2.4544], [-0.5702, -0.3576, -1.2010], [0.4556, 3.0679, -1.8618], [0.3215, 3.5994, -0.1731], [-3.2922, 3.4264, -0.1021], [-1.8445, 3.8028, 0.8458], [-1.5090, 2.5651, -3.1232], [-3.1020, 2.7225, -2.3656]],
  "atomic_forces_ev_per_a": [[-0.07, 0.83, 0.28], [0.03, -0.05, -0.04], [-0.05, 0.13, 0.11], [0.03, -0.04, -0.03], [0.08, 0.05, 0.04], [-0.07, 0.02, 0.02], [-0.05, -0.09, -0.06], [0.01, -0.10, -0.07], [-0.01, -0.01, -0.01], [-0.04, 0.00, 0.00], [-0.01, -0.01, -0.01], [0.01, -0.01, -0.02], [0.09, 0.00, -0.15], [0.16, 0.11, 0.03], [-0.03, 0.06, 0.21], [-0.11, -0.09, -0.01], [0.05, 0.00, -0.09], [-0.10, -0.15, -0.17], [-0.11, -0.10, -0.12], [0.21, 0.22, 0.10], [-0.06, -0.04, -0.05], [0.26, 0.02, -0.21], [-0.23, -0.29, -0.33], [0.04, -0.34, -0.05], [0.08, -0.06, -0.02], [-0.07, 0.14, 0.16], [-0.05, 0.08, 0.24], [-0.24, -0.13, 0.27], [-0.06, 0.06, -0.01], [0.13, 0.05, 0.07], [-0.06, 0.06, -0.02], [0.03, -0.10, -0.14], [-0.06, 0.00, -0.02], [0.02, 0.04, -0.08], [0.09, 0.05, -0.02], [0.00, 0.06, 0.05], [-0.08, 0.03, 0.05], [0.13, -0.18, 0.09], [-0.04, -0.04, -0.02], [-0.03, -0.08, 0.00], [0.03, -0.08, -0.03], [0.04, -0.04, 0.08], [0.01, 0.00, -0.03], [0.01, 0.01, 0.01], [-0.01, 0.01, -0.01], [-0.01, -0.02, 0.01], [0.02, 0.01, -0.03], [0.01, 0.01, 0.01], [0.03, 0.00, -0.02], [0.01, 0.00, 0.02], [-0.01, 0.00, 0.01], [0.02, 0.00, 0.01], [0.02, 0.00, -0.01], [-0.01, 0.00, 0.00]]
}